(1)
Formula: C4H6F2OS
Source: the OMol25 dataset
Level of theory: ωB97M-V/def2-TZVPD

Last column: Mulliken charge in e.
Atoms and positions in Å:
C: -2.229 0.086 0.128  -0.61
C: -0.059 0.451 -0.515  -0.48
C: 1.384 0.602 -0.153  0.13
C: 1.986 -0.813 0.320  0.21
H: -3.275 0.729 0.779  0.23
H: -2.433 -1.064 -0.096  0.27
H: -2.176 0.555 -0.994  0.27
H: -0.144 -0.463 -1.288  0.29
H: -0.405 1.496 -0.890  0.36
H: 2.975 -0.748 0.912  0.23
O: -0.884 0.151 0.711  -0.25
F: 2.172 -1.682 -0.643  -0.21
F: 1.096 -1.272 1.361  -0.24
S: 1.993 1.973 0.366  -0.19

Results
HOMO level ... -0.348 Eh
Orbital gap ... 0.3061 hartree
Relative energy (zero: lowest compared OMol25 entry of this formula, charge and spin) ... 3.678 eV
Lowest unoccupied orbital energy ... -1.137 eV
Multiplicity ... 1
Net charge ... 0

=====

(2)
Formula: C43H86F6N7O12V
Source: the OMol25 dataset
Level of theory: ωB97M-V/def2-TZVPD

Last column: Mulliken charge in e.
Atoms and positions in Å:
O: 0.656 0.294 -0.180  0.54
V: 0.424 0.787 1.292  0.93
C: -2.692 -0.609 0.392  -0.66
O: -1.896 -1.573 -0.413  0.10
O: -1.693 0.039 1.085  -0.09
C: -3.586 0.302 -0.516  0.66
F: -3.409 1.626 -0.295  -0.16
F: -3.334 0.219 -1.788  -0.32
F: -4.753 -0.184 -0.323  -0.28
C: -2.597 -2.748 -0.914  -0.63
C: -1.637 -3.315 -2.056  -0.80
H: -0.728 -3.834 -1.753  0.25
H: -2.122 -4.063 -2.684  0.52
H: -1.418 -2.606 -2.855  -0.13
H: -3.532 -2.450 -1.387  0.39
H: -2.820 -3.483 -0.141  0.28
H: -3.187 -1.374 0.990  0.21
C: 3.834 2.020 1.721  -0.35
O: 4.694 0.871 1.834  -0.43
O: 2.553 1.493 1.353  -0.25
C: 4.158 3.034 2.856  0.70
F: 3.438 4.114 2.732  -0.23
F: 3.848 2.513 4.061  -0.25
F: 5.450 3.478 2.980  -0.32
C: 4.643 0.028 2.978  0.30
C: 5.569 -1.185 2.631  -1.39
H: 5.700 -1.735 3.563  0.41
H: 5.204 -1.878 1.874  0.22
H: 6.560 -0.817 2.368  0.39
H: 3.639 -0.365 3.143  -0.25
H: 4.941 0.535 3.896  0.46
H: 4.236 2.467 0.812  0.06
C: -2.447 -2.070 8.964  -1.81
C: -1.838 -1.660 7.546  1.75
C: -0.322 -1.494 7.933  -1.95
C: 0.508 -1.492 6.628  0.85
C: 0.355 -2.807 5.951  -1.29
C: -1.130 -3.033 5.481  2.04
N: -2.059 -2.815 6.565  0.26
O: -3.523 -3.090 6.290  -0.47
C: -1.427 -2.140 4.232  -0.82
C: -1.303 -4.480 5.068  -1.67
C: -2.454 -0.362 7.122  -1.54
H: -3.522 -1.995 8.798  0.40
H: -2.171 -1.296 9.680  0.39
H: -2.000 -3.031 9.216  0.44
H: -0.139 -0.491 8.320  0.48
H: 0.134 -2.176 8.650  0.46
H: 1.574 -1.312 6.763  0.68
H: 0.097 -0.750 5.942  -0.80
H: 0.800 -3.550 6.613  0.55
H: 1.033 -2.747 5.099  0.22
H: -1.747 -1.129 4.485  -0.26
H: -0.683 -2.129 3.435  -0.57
H: -2.287 -2.532 3.690  0.52
H: -0.861 -4.659 4.088  0.15
H: -1.016 -5.229 5.805  0.43
H: -2.313 -4.828 4.852  0.43
H: -2.512 -0.088 6.069  0.11
H: -1.849 0.479 7.459  0.36
H: -3.371 -0.086 7.643  0.41
C: -1.686 3.835 -6.201  -1.98
C: -2.018 2.625 -5.326  2.08
C: -3.475 2.929 -4.941  -1.56
C: -4.270 1.658 -4.600  0.62
C: -4.126 0.535 -5.619  -1.45
C: -2.589 0.095 -5.762  2.14
N: -1.814 1.363 -6.083  0.07
O: -0.417 1.023 -6.568  -0.38
C: -2.066 -0.777 -4.652  -1.09
C: -2.668 -0.686 -7.072  -1.99
C: -1.223 2.693 -4.023  -1.68
H: -2.070 3.740 -7.217  0.52
H: -0.632 4.019 -6.407  0.34
H: -2.133 4.783 -5.901  0.38
H: -3.631 3.631 -4.122  0.40
H: -3.913 3.349 -5.846  0.47
H: -5.312 1.949 -4.470  0.56
H: -4.008 1.335 -3.592  -0.76
H: -4.390 1.054 -6.540  0.38
H: -4.579 -0.425 -5.372  0.46
H: -1.009 -1.033 -4.724  -0.52
H: -2.149 -0.223 -3.717  0.24
H: -2.761 -1.591 -4.449  0.54
H: -1.761 -0.909 -7.635  0.34
H: -2.938 -1.705 -6.792  0.47
H: -3.204 -0.197 -7.884  0.43
H: -1.746 2.249 -3.176  0.07
H: -1.092 3.745 -3.771  0.54
H: -0.263 2.221 -4.234  0.38
C: 3.575 1.040 -2.821  -1.67
C: 3.589 -0.343 -3.573  1.61
C: 2.196 -0.956 -3.161  -0.18
C: 1.776 -2.150 -4.092  -0.41
C: 1.920 -1.733 -5.602  -0.66
C: 3.234 -1.013 -6.056  1.72
N: 3.650 0.007 -4.999  0.45
O: 4.703 0.899 -5.462  -0.51
C: 4.223 -2.204 -6.244  -1.85
C: 2.873 -0.457 -7.418  -1.71
C: 4.598 -1.340 -3.067  -1.78
H: 2.938 1.745 -3.357  0.43
H: 4.541 1.542 -2.778  0.46
H: 3.276 0.924 -1.780  0.32
H: 2.368 -1.312 -2.145  -0.30
H: 1.401 -0.236 -2.969  0.21
H: 0.746 -2.411 -3.849  0.15
H: 2.381 -3.017 -3.825  0.56
H: 1.007 -1.197 -5.860  -0.69
H: 1.705 -2.461 -6.384  0.62
H: 4.010 -3.141 -5.728  0.33
H: 4.375 -2.368 -7.311  0.47
H: 5.158 -1.885 -5.784  0.40
H: 3.671 0.108 -7.901  0.45
H: 2.705 -1.252 -8.144  0.46
H: 1.954 0.127 -7.388  0.15
H: 4.574 -1.406 -1.979  0.28
H: 5.619 -1.091 -3.357  0.39
H: 4.500 -2.238 -3.676  0.38
O: 0.052 1.431 3.500  0.23
C: 0.568 1.969 4.509  0.24
N: 1.538 1.420 5.230  -0.03
C: 0.043 3.236 5.018  -1.34
H: 1.937 0.584 4.826  0.08
H: 2.284 1.894 5.719  0.29
H: -0.686 3.070 5.811  0.25
H: -0.477 3.653 4.156  0.14
H: 1.008 3.707 5.207  0.57
O: -3.859 4.060 4.272  -0.71
C: -3.632 3.322 3.334  0.47
N: -3.752 3.746 2.117  -0.26
C: -3.328 1.781 3.465  -0.53
H: -3.424 3.123 1.394  0.10
H: -4.043 4.679 1.863  0.23
H: -3.777 1.253 4.305  0.44
H: -2.276 1.506 3.380  -0.21
H: -3.785 1.265 2.621  0.31
O: 1.127 -1.354 1.986  0.11
C: 1.339 -2.373 1.343  0.21
N: 2.386 -2.472 0.587  -0.19
C: 0.503 -3.574 1.495  -1.19
H: 2.741 -3.418 0.601  0.21
H: 2.940 -1.629 0.537  0.00
H: 0.677 -4.264 0.670  0.58
H: -0.523 -3.213 1.423  0.04
H: 0.748 -3.983 2.475  0.27
O: -0.093 3.051 0.692  -0.54
C: -0.141 3.876 -0.127  0.77
N: -1.326 4.318 -0.499  -0.28
C: 1.224 4.482 -0.606  -0.98
H: -2.107 3.820 -0.098  0.02
H: -1.420 5.044 -1.195  0.20
H: 1.079 5.558 -0.693  0.49
H: 1.418 4.133 -1.620  0.33
H: 2.047 4.222 0.060  -0.08

Results
HOMO level (spin up / spin down) ... -0.316 / -0.326 Eh
Orbital gap (spin up / spin down) ... 0.3056 / 0.3084 hartree
Lowest unoccupied orbital energy (spin up / spin down) ... -0.275 / -0.489 eV
Multiplicity ... 5
Net charge ... 0

=====

Question: Which of these has the lowest multiplicity?
Answer: C4H6F2OS

=====

Question: Which of these has the lowest multiplicity?
Answer: C4H6F2OS

=====

What did the first record say?
Formula: C4H6F2OS
Source: the OMol25 dataset
Level of theory: ωB97M-V/def2-TZVPD

Last column: Mulliken charge in e.
Atoms and positions in Å:
C: -2.229 0.086 0.128  -0.61
C: -0.059 0.451 -0.515  -0.48
C: 1.384 0.602 -0.153  0.13
C: 1.986 -0.813 0.320  0.21
H: -3.275 0.729 0.779  0.23
H: -2.433 -1.064 -0.096  0.27
H: -2.176 0.555 -0.994  0.27
H: -0.144 -0.463 -1.288  0.29
H: -0.405 1.496 -0.890  0.36
H: 2.975 -0.748 0.912  0.23
O: -0.884 0.151 0.711  -0.25
F: 2.172 -1.682 -0.643  -0.21
F: 1.096 -1.272 1.361  -0.24
S: 1.993 1.973 0.366  -0.19

Results
HOMO level ... -0.348 Eh
Orbital gap ... 0.3061 hartree
Relative energy (zero: lowest compared OMol25 entry of this formula, charge and spin) ... 3.678 eV
Lowest unoccupied orbital energy ... -1.137 eV
Multiplicity ... 1
Net charge ... 0